Density functional theory data (ωB97M-V with the def2-TZVPD basis set) for a 2-piece molecular cluster, C3H3FO overall in a non-equilibrium geometry.

Element x y z (Å)
C: -2.88 -0.26 -0.51
C: 0.84 -0.57 -0.30
C: 1.11 0.50 0.43
O: -2.71 0.20 0.51
F: 1.55 1.60 -0.14
H: 0.96 -0.60 -1.43
H: 0.41 -1.56 -0.09
H: 0.71 0.69 1.52

Values from the calculation:
Relative energy (zero: lowest compared OMol25 entry of this formula, charge and spin) = 49.5 kJ/mol
Frontier orbital gap = 11.13 eV
LUMO = 1.13 eV
HOMO = -10.0 eV

Charges computed using Löwdin, reported in e:
1. C -0.01
2. C -0.01
3. C -0.28
4. O 0.01
5. F 0.02
6. H 0.08
7. H 0.05
8. H 0.15